1.
# C4H10O3

2 unconnected molecules or ions with the total composition C4H10O3 (wB97M-V/def2-TZVPD, the OMol25 dataset).

## Properties
structure (SMILES)	CCOC(C)=O.O
total charge	0
relative energy (zero: lowest compared OMol25 entry of this formula, charge and spin)	23.7	kcal per mole
LUMO	0.02527	hartree
HOMO energy	-10.45	eV

Cartesian coordinates (Å):
O (0.17508, -0.03907, -0.63097)
H (-0.73413, 2.42542, 0.48557)
C (-0.92359, 0.77538, -0.93161)
H (-1.52989, 2.80487, -1.07396)
H (0.01159, -1.72491, -1.98254)
H (0.95670, 1.41329, 2.68866)
O (0.14332, 0.85995, 2.71078)
H (2.09735, -1.85007, -0.33550)
H (0.98850, -1.62282, 1.05307)
H (0.85973, -3.09120, 0.03495)
C (0.02493, -1.39775, -0.92508)
O (-2.08087, 0.32839, -1.13006)
H (0.31554, 0.13981, 2.06272)
C (1.06598, -2.00773, 0.02232)
H (-0.88936, -1.79021, -0.43979)
H (0.24300, 2.55559, -1.01029)
C (-0.72394, 2.22108, -0.59829)

Cartesian forces (eV/Å) of the 6 atoms listed first:
-1.74 2.69 -1.93
0.01 -0.49 -0.39
-3.41 -1.85 1.81
0.36 -0.36 0.26
0.45 0.63 0.49
-0.83 -0.65 -0.01

Löwdin atomic charge list, values in e, 6 entries: number 1, O, carries -0.058; number 2, H, carries 0.089; number 3, C, carries -0.435; number 4, H, carries 0.094; number 5, H, carries 0.139; number 6, H, carries 0.056

---

2.
# C4H10O3

3 unconnected molecules or ions with the total composition C4H10O3 (wB97M-V/def2-TZVPD, the OMol25 dataset).

## Properties
structure (SMILES)	C=CC(=C)O.O.O
total charge	0
relative energy (zero: lowest compared OMol25 entry of this formula, charge and spin)	43.8	kcal per mole
LUMO	0.01679	hartree
HOMO energy	-8.69	eV

Cartesian coordinates (Å):
C (1.14947, 1.15210, -0.40035)
H (1.53643, 1.92872, -2.10222)
C (1.31508, -0.09942, -0.81786)
H (-1.23934, -3.87696, 1.79313)
H (0.98441, -0.89276, -0.17066)
H (-1.84500, -2.49226, -1.92929)
O (-2.23522, -2.90363, -1.14691)
O (1.33927, 2.24124, -1.21412)
H (0.29235, 0.76970, 1.59012)
H (0.33523, 3.60380, 0.50686)
C (0.24749, 2.78385, 1.20255)
H (-1.55032, -2.77787, 0.80913)
O (-1.31838, -2.91429, 1.74163)
H (-0.13758, 2.94274, 2.19673)
C (0.55943, 1.53196, 0.87741)
H (-3.02751, -2.35917, -1.04629)
H (1.81367, -0.37376, -1.73533)

Cartesian forces (eV/Å) of the 6 atoms listed first:
-0.83 0.31 -0.81
0.08 0.00 0.00
0.18 -0.27 0.44
0.02 0.26 0.14
0.16 -0.21 0.16
0.31 -0.26 0.10

Löwdin atomic charge list, values in e, 6 entries: number 1, C, carries -0.427; number 2, H, carries 0.104; number 3, C, carries 0.056; number 4, H, carries 0.036; number 5, H, carries 0.055; number 6, H, carries 0.051

---

3.
# C4H10O3

2 unconnected molecules or ions with the total composition C4H10O3 (wB97M-V/def2-TZVPD, the OMol25 dataset).

## Properties
structure (SMILES)	C[C@@H](O)CC=O.O
total charge	0
relative energy (zero: lowest compared OMol25 entry of this formula, charge and spin)	66.6	kcal per mole
LUMO	0.02378	hartree
HOMO energy	-9.73	eV

Cartesian coordinates (Å):
H (0.09470, -2.42703, 2.08132)
C (0.68249, -0.45165, -1.40058)
O (1.22285, -0.83105, -2.40448)
C (-0.64459, -1.58350, 1.83221)
C (0.95460, -0.95445, 0.02854)
H (-0.88045, 2.99120, -1.64528)
C (-0.31851, -0.46792, 0.92962)
H (-1.09903, -0.10793, 0.21080)
H (-1.17915, -1.22459, 2.80908)
H (0.05205, 0.36814, -1.64015)
H (0.17948, 0.41433, 2.59579)
H (1.31825, -1.91195, 0.12426)
H (-1.15226, -2.41025, 1.42130)
O (0.16037, 0.66690, 1.65581)
O (-1.62704, 3.04074, -1.04714)
H (1.90973, -0.42742, 0.40397)
H (-1.33664, 2.46784, -0.33328)

Cartesian forces (eV/Å) of the 6 atoms listed first:
0.74 2.39 0.40
1.86 -1.06 -0.18
0.69 -1.10 -0.20
-0.64 -1.65 3.28
-0.90 4.47 -0.16
0.11 0.20 -0.37

Löwdin atomic charge list, values in e, 6 entries: number 1, H, carries 0.112; number 2, C, carries -0.254; number 3, O, carries 0.049; number 4, C, carries -0.091; number 5, C, carries -0.060; number 6, H, carries 0.027

---

4.
# C4H10O3

3 unconnected molecules or ions with the total composition C4H10O3 (wB97M-V/def2-TZVPD, the OMol25 dataset).

## Properties
total charge	+1
multiplicity	2
relative energy (zero: lowest compared OMol25 entry of this formula, charge and spin)	64.3	kcal per mole
LUMO (spin up / spin down)	-0.21901 / -0.30570	hartree
HOMO energy (spin up / spin down)	-14.76 / -14.73	eV

Cartesian coordinates (Å):
C (-0.75207, -0.70599, -0.70862)
O (-1.40499, -1.14985, 0.38046)
H (-1.41550, -0.51025, 1.09320)
H (-0.14342, 1.86629, -2.10887)
H (1.15105, -1.66598, -0.33637)
H (0.93249, 0.49761, 2.68719)
C (-1.48927, 0.23829, -1.53763)
H (-2.47121, -0.09458, -1.86975)
H (-0.48155, 0.91826, 2.18730)
H (2.35134, -1.09419, 1.54132)
O (2.38359, -0.16464, 1.31679)
H (-1.75458, 2.33618, -1.37014)
H (2.89913, -0.07603, 0.51997)
H (0.78790, -1.23322, -2.07572)
C (-1.05395, 1.52183, -1.60220)
C (0.46151, -1.23034, -1.04725)
O (-0.00049, 0.54659, 2.93033)

Cartesian forces (eV/Å) of the 6 atoms listed first:
0.28 -0.03 -0.54
0.27 -0.21 -0.75
-0.21 0.30 0.61
0.53 -0.39 1.26
-0.61 -0.56 0.09
-0.07 0.18 -0.29

Löwdin atomic charge list, values in e, 6 entries: number 1, C, carries -0.332; number 2, O, carries 0.125; number 3, H, carries 0.112; number 4, H, carries 0.125; number 5, H, carries 0.087; number 6, H, carries 0.013

---

5.
# C4H10O3S

2 unconnected molecules or ions with the total composition C4H10O3S (wB97M-V/def2-TZVPD, the OMol25 dataset).

## Properties
structure (SMILES)	C[C@@H](O)SO.C=CO
total charge	0
relative energy (zero: lowest compared OMol25 entry of this formula, charge and spin)	81.2	kcal per mole
LUMO	0.02229	hartree
HOMO energy	-8.59	eV

Cartesian coordinates (Å):
C (2.23148, -0.31859, -1.29900)
H (3.20156, -0.08630, -0.94970)
H (-0.31180, -0.64968, 1.64068)
H (-0.21970, 0.99807, 2.10373)
C (1.74320, -1.36210, -0.72180)
H (-3.73192, 1.68268, 0.04621)
H (1.72681, 0.20906, -2.18800)
H (0.91213, -1.81556, -1.16365)
H (2.84481, -1.69098, 0.72522)
O (2.06053, -2.09011, 0.32658)
O (-2.95881, 2.20470, 0.54127)
H (-1.01972, -0.74385, -1.24892)
H (-1.71747, 0.31027, 1.92065)
H (0.06775, 0.65690, -0.38082)
O (-1.57296, -0.37924, -0.57646)
C (-0.85044, 0.61611, 0.10519)
C (-0.76839, 0.26737, 1.60540)
S (-1.63706, 2.19127, -0.48658)

Cartesian forces (eV/Å) of the 6 atoms listed first:
0.53 1.97 -1.83
0.99 1.33 0.08
0.88 -2.34 0.43
1.11 1.22 0.95
-2.45 -1.34 -1.09
2.48 1.61 1.63

Löwdin atomic charge list, values in e, 6 entries: number 1, C, carries 0.000; number 2, H, carries 0.048; number 3, H, carries 0.054; number 4, H, carries 0.070; number 5, C, carries -0.374; number 6, H, carries 0.109

---

6.
# C4H10O6S2

2 unconnected molecules or ions with the total composition C4H10O6S2 (wB97M-V/def2-TZVPD, the OMol25 dataset).

## Properties
total charge	0
LUMO	0.02389	hartree
HOMO energy	-8.69	eV

Cartesian coordinates (Å):
H (-1.17320, -2.18638, 1.80405)
O (-0.48471, 1.51165, 0.50090)
O (0.19465, -1.76954, -0.34858)
C (-0.75848, 0.73509, -0.58768)
O (-1.59179, 0.77376, -2.81754)
H (-1.53266, -0.42053, 1.96796)
C (-1.74268, -1.32425, 1.37532)
H (-1.83630, -0.09500, -2.67094)
H (1.63695, 1.22225, -0.38896)
H (2.51473, 0.99745, 2.14127)
H (1.82444, -0.26011, -1.48059)
H (3.22106, 0.37319, -0.51336)
H (-2.77891, -1.50005, 1.04144)
O (0.59283, -0.19817, 1.78790)
O (-1.94703, -1.36126, -1.29994)
H (0.04556, 0.93215, 1.07617)
S (-1.10001, -1.00174, -0.22327)
S (1.77945, -0.71026, 0.96095)
C (2.15684, 0.30595, -0.47568)
C (-1.14912, 1.37332, -1.71781)
H (-0.77661, 2.41998, -1.97853)
O (2.90498, 0.18250, 1.84690)

Cartesian forces (eV/Å) of the 6 atoms listed first:
-0.76 0.71 -0.56
-0.36 0.96 -0.93
-1.50 1.12 0.62
-1.63 1.19 1.36
0.31 3.22 -1.41
-0.73 -0.51 -0.10

Löwdin atomic charge list, values in e, 6 entries: number 1, H, carries 0.104; number 2, O, carries -0.047; number 3, O, carries -0.453; number 4, C, carries -0.394; number 5, O, carries 0.055; number 6, H, carries 0.073

---

7.
# C4H10OS

C4H10OS in the gas phase (wB97M-V/def2-TZVPD, the OMol25 dataset).

## Properties
structure (SMILES)	C[C@@H](O)[C@@H](C)S
total charge	0
relative energy (zero: lowest compared OMol25 entry of this formula, charge and spin)	8.6	kcal per mole
LUMO	0.02891	hartree
HOMO energy	-9.30	eV

Cartesian coordinates (Å):
H (2.08741, 1.70030, -0.63452)
C (-1.96942, -0.68771, -0.63192)
S (1.29851, -1.09373, 0.08704)
H (-1.56964, -1.73536, -0.38450)
H (1.11463, 1.79523, 0.77976)
O (-1.07345, 0.46461, 1.31198)
C (-1.05596, 0.42194, -0.06786)
H (-2.31779, -0.49152, -1.67494)
H (-0.65052, -0.34514, 1.72974)
H (0.30341, 0.10163, -1.66748)
H (2.01246, -0.29946, 1.00001)
H (0.45331, 2.43183, -0.79705)
H (-2.87936, -0.69268, -0.12186)
C (1.06797, 1.60532, -0.30448)
C (0.40849, 0.31980, -0.61178)
H (-1.44890, 1.36183, -0.42143)

Cartesian forces (eV/Å) of the 6 atoms listed first:
0.43 -0.14 -0.48
1.16 -0.85 -0.32
0.86 0.75 1.11
-0.20 1.40 -1.00
-0.40 -0.09 -0.30
0.34 -0.83 1.98

Löwdin atomic charge list, values in e, 6 entries: number 1, H, carries 0.067; number 2, C, carries -0.056; number 3, S, carries 0.754; number 4, H, carries 0.097; number 5, H, carries 0.083; number 6, O, carries -0.067

---

8.
# C4H10OS

2 unconnected molecules or ions with the total composition C4H10OS (wB97M-V/def2-TZVPD, the OMol25 dataset).

## Properties
structure (SMILES)	C=CO.CCS
total charge	0
relative energy (zero: lowest compared OMol25 entry of this formula, charge and spin)	34.5	kcal per mole
LUMO	0.02881	hartree
HOMO energy	-8.99	eV

Cartesian coordinates (Å):
H (-2.42625, -0.23595, -1.89459)
H (2.11795, 1.55744, -0.21013)
H (3.84058, -1.10647, -0.45476)
S (2.83891, 1.00622, -1.23491)
C (-2.65166, -0.24496, -0.83131)
H (2.46054, -1.70056, 1.45192)
H (-2.32806, -1.07258, -0.22403)
H (1.24145, -1.04926, 0.24340)
H (1.75063, -0.15113, 1.56243)
C (-3.58982, 0.63142, -0.43451)
C (3.29148, -0.31157, 0.03187)
H (-4.81441, 1.26670, 0.73340)
H (-3.76200, 1.51783, -1.02945)
C (2.15298, -0.85616, 0.83026)
O (-4.16252, 0.55328, 0.82131)
H (4.04020, 0.19573, 0.63909)

Cartesian forces (eV/Å) of the 6 atoms listed first:
0.54 0.16 0.32
0.20 0.25 -0.92
-0.07 -0.14 -0.47
-0.52 -0.72 1.64
-1.39 0.57 -0.49
-0.09 -0.24 -0.41

Löwdin atomic charge list, values in e, 6 entries: number 1, H, carries 0.050; number 2, H, carries -0.135; number 3, H, carries 0.056; number 4, S, carries 0.626; number 5, C, carries 0.001; number 6, H, carries 0.073

---

9.
# C4H10OSSi

C4H10OSSi in the gas phase (wB97M-V/def2-TZVPD, the OMol25 dataset).

## Properties
total charge	0
relative energy (zero: lowest compared OMol25 entry of this formula, charge and spin)	46.2	kcal per mole
LUMO	-0.01647	hartree
HOMO energy	-9.46	eV

Cartesian coordinates (Å):
S (2.77496, -0.29912, 0.08742)
H (-0.21210, -2.11886, 1.39572)
H (1.86881, 1.72266, -0.26960)
H (-2.38782, 1.13530, -0.39778)
H (-0.05270, -1.91966, -1.58485)
C (1.52421, 0.75786, -0.09143)
H (-0.50984, -0.26179, -2.44117)
H (-0.97454, 2.16451, -0.64279)
H (-1.27273, -0.77614, 2.10933)
O (4.05193, 0.41949, 0.10273)
H (-1.51375, -1.34548, -1.59243)
H (-1.47535, 1.92928, 1.01950)
H (0.49656, -0.89582, 2.19002)
C (-0.51445, -0.97334, -1.54234)
Si (-0.15114, 0.00766, 0.04867)
C (-1.36730, 1.51541, 0.01497)
C (-0.28478, -1.06198, 1.59403)

Cartesian forces (eV/Å) of the 6 atoms listed first:
-1.18 1.92 0.01
-0.52 -0.47 -0.29
0.22 1.85 -0.21
1.64 0.76 0.89
1.68 -0.74 -0.68
1.46 -3.39 0.48

Löwdin atomic charge list, values in e, 6 entries: number 1, S, carries 0.879; number 2, H, carries 0.029; number 3, H, carries 0.011; number 4, H, carries 0.071; number 5, H, carries 0.004; number 6, C, carries -0.437

---

10.
# C4H10OSi

2 unconnected molecules or ions with the total composition C4H10OSi (wB97M-V/def2-TZVPD, the OMol25 dataset).

## Properties
total charge	0
relative energy (zero: lowest compared OMol25 entry of this formula, charge and spin)	141.6	kcal per mole
LUMO (spin up / spin down)	-0.00609 / 0.00436	hartree
HOMO energy (spin up / spin down)	-7.70 / -7.05	eV

Cartesian coordinates (Å):
H (1.31173, 1.05527, -2.00925)
H (-1.73167, 0.77234, 0.77527)
H (-0.58697, 2.64121, -2.76903)
H (-1.02215, 0.14555, -2.22275)
H (1.24136, 0.14373, 1.00754)
H (0.53326, -2.12692, 2.26239)
C (-0.02745, -1.55657, 0.11581)
Si (-0.07614, 1.36463, -2.23137)
C (0.13336, -0.29651, 0.90863)
H (-1.21728, -1.77469, 1.90381)
H (0.66970, 1.95734, 1.64133)
C (-0.73290, 0.97417, 0.66916)
H (0.79593, -2.05778, -0.22631)
C (-0.13139, -1.61253, 1.57381)
H (-0.87914, -1.71008, -0.48734)
O (-0.32473, 1.97361, 1.61375)

Cartesian forces (eV/Å) of the 6 atoms listed first:
0.61 0.06 -0.30
-2.66 0.06 -0.10
0.29 -0.22 -0.12
0.81 0.97 -0.59
-2.15 -1.52 -0.24
0.35 0.30 -0.48

Löwdin atomic charge list, values in e, 6 entries: number 1, H, carries -0.165; number 2, H, carries 0.053; number 3, H, carries -0.160; number 4, H, carries -0.125; number 5, H, carries 0.160; number 6, H, carries 0.100

---

Looking at max |F| for the records above, in order, we have 0.08333, 0.02340, 0.08870, 0.03222, 0.08280, 0.09855, 0.04264, 0.04832, 0.09944, 0.08543 Eh/bohr.
Looking at molecular weight for the records above, in order, we have 106.1, 106.1, 106.1, 106.1, 138.2, 218.3, 106.2, 106.2, 134.3, 102.2 g/mol.